C3H12O4 | ωB97M-V/def2-TZVPD

The geometry in XYZ format:
```
19
Properties=species:S:1:pos:R:3:lowdin_charge:R:1
C -1.227 -0.754 2.875 -0.12
C -1.690 -0.074 1.594 -0.19
C -1.892 -0.667 0.375 -0.16
O -0.910 -0.438 -0.663 -0.10
H -0.686 -0.081 3.533 0.06
H -0.400 -1.548 2.585 0.11
H -2.014 -1.183 3.400 0.03
H -1.626 1.072 1.554 0.11
H -2.776 -1.180 -0.091 0.12
H 0.034 -0.483 -0.261 0.03
O 1.500 -0.658 0.231 -0.08
H 2.079 -0.280 -0.434 -0.01
H 2.106 -0.822 1.044 0.13
O 0.141 1.563 -3.479 -0.13
H -0.155 0.982 -4.178 0.02
H -0.335 0.997 -2.653 0.13
O 2.655 0.792 -1.718 -0.10
H 1.989 1.280 -2.390 0.11
H 3.208 1.481 -1.324 0.05
```

- relative energy (zero: lowest compared OMol25 entry of this formula, charge and spin) (kJ/mol) = 385.7
- orbital gap (eV) = 7.65
- SMILES string = C/C=C/O.O.O.O
- E_LUMO (eV) = 0.5
- F_max (eV Å⁻¹) = 4.967
- electronic energy (a.u.) = -422.31456
- HOMO (eV) = -7.140

---

C3H12O4 | ωB97M-V/def2-TZVPD

The geometry in XYZ format:
```
19
Properties=species:S:1:pos:R:3:lowdin_charge:R:1
C 3.354 -2.552 -1.322 -0.11
C 1.881 -2.360 -1.041 -0.17
C 1.327 -1.777 0.038 -0.24
O -0.016 -1.728 0.183 -0.02
H 3.817 -2.296 -2.306 0.08
H 3.869 -2.157 -0.421 0.07
H 3.217 -3.690 -1.248 0.09
H 1.231 -2.717 -1.807 0.09
H 1.921 -1.100 0.550 0.09
H -0.214 -0.848 -0.120 0.04
O -0.929 0.914 -1.042 -0.08
H -0.896 1.877 -1.241 0.05
H -1.604 0.586 -1.687 0.07
O -2.200 1.941 2.564 -0.03
H -1.977 1.019 2.550 0.04
H -3.035 2.007 3.008 0.04
O -2.098 3.820 0.202 -0.13
H -1.298 4.446 0.381 0.09
H -2.456 3.438 1.047 0.02
```

- relative energy (zero: lowest compared OMol25 entry of this formula, charge and spin) (kJ/mol) = 184.3
- orbital gap (eV) = 9.03
- SMILES string = C/C=C/O.O.O.O
- E_LUMO (eV) = 0.5
- F_max (eV Å⁻¹) = 3.735
- electronic energy (a.u.) = -422.39129
- HOMO (eV) = -8.491

---

C3H12O4 | ωB97M-V/def2-TZVPD

The geometry in XYZ format:
```
19
Properties=species:S:1:pos:R:3:lowdin_charge:R:1
C -3.542 0.276 0.420 -0.11
C -2.240 0.744 -0.217 -0.14
C -1.069 0.409 0.316 -0.20
O 0.122 0.834 -0.207 -0.04
H -4.045 -0.421 -0.250 0.06
H -4.153 1.173 0.508 0.07
H -3.378 -0.232 1.366 0.07
H -2.292 1.444 -1.041 0.10
H -1.050 -0.174 1.229 0.12
H 0.774 0.887 0.486 0.06
O 1.981 -0.088 1.725 -0.06
H 2.604 -0.367 1.052 -0.06
H 2.336 -0.353 2.568 0.04
O 1.518 -0.457 -2.070 -0.04
H 1.237 -0.712 -2.927 0.03
H 0.846 0.098 -1.640 0.02
O 3.352 -1.069 -0.060 -0.02
H 2.797 -1.158 -0.830 0.02
H 4.202 -0.834 -0.426 0.07
```

- relative energy (zero: lowest compared OMol25 entry of this formula, charge and spin) (kJ/mol) = 45.8
- orbital gap (eV) = 9.41
- SMILES string = C/C=C/O.O.O.O
- E_LUMO (eV) = 0.8
- F_max (eV Å⁻¹) = 1.927
- electronic energy (a.u.) = -422.44404
- HOMO (eV) = -8.652

---

C3H12O5 | ωB97M-V/def2-TZVPD

The geometry in XYZ format:
```
20
Properties=species:S:1:pos:R:3:lowdin_charge:R:1
O 0.478 -1.095 2.002 0.06
C -0.202 -0.171 1.621 -0.23
C 0.101 1.278 1.951 -0.12
C 0.916 1.832 0.791 -0.21
O 0.140 1.728 -0.428 -0.09
H -1.080 -0.343 0.988 0.12
H -0.855 1.799 2.032 0.12
H 0.572 1.467 2.913 0.12
H 1.132 2.888 0.940 0.12
H 1.877 1.356 0.635 0.13
H -0.431 2.509 -0.425 0.11
O -1.745 -0.783 -1.604 -0.07
H -1.151 -0.091 -1.924 0.00
H -1.440 -1.582 -2.059 0.04
O -0.274 -2.979 -0.049 -0.07
H -1.232 -2.971 -0.138 0.03
H -0.113 -2.468 0.758 -0.01
O 0.693 0.616 -3.035 -0.07
H 1.141 -0.181 -2.698 0.05
H 0.533 1.145 -2.236 -0.01
```

- relative energy (zero: lowest compared OMol25 entry of this formula, charge and spin) (kJ/mol) = 125.3
- orbital gap (eV) = 10.60
- SMILES string = O=CCCO.O.O.O
- E_LUMO (eV) = 0.2
- F_max (eV Å⁻¹) = 1.086
- electronic energy (a.u.) = -497.67981
- HOMO (eV) = -10.373

---

C3H12O5 | ωB97M-V/def2-TZVPD

The geometry in XYZ format:
```
20
Properties=species:S:1:pos:R:3:lowdin_charge:R:1
O 1.770 1.203 0.522 0.38
C 1.101 0.244 0.865 -0.35
O 0.738 -0.635 -0.083 0.14
C 0.441 -0.306 2.140 -0.08
C -0.441 0.826 2.564 -0.08
H 1.101 -0.566 -1.019 0.12
H 1.208 -0.743 2.898 0.18
H -0.092 -1.278 1.989 0.15
H -0.093 1.706 3.101 0.10
H -1.452 0.620 2.916 0.10
H -0.900 1.436 1.746 0.11
H -2.194 -2.294 -1.064 0.07
H -0.701 -2.743 -0.826 0.04
O -1.416 -2.220 -0.466 -0.06
H -1.200 1.173 -3.485 0.07
H -1.605 0.581 -2.002 0.04
O -1.067 0.492 -2.792 -0.06
H 1.221 0.713 -3.019 0.14
H 1.793 1.357 -1.810 0.07
O 1.788 0.434 -2.175 -0.08
```

- relative energy (zero: lowest compared OMol25 entry of this formula, charge and spin) (kJ/mol) = 137.5
- orbital gap (spin up / spin down) (eV) = 10.89 / 5.28
- spin multiplicity = 2
- E_LUMO (spin up / spin down) (eV) = -4.0 / -9.6
- charge = +1
- F_max (eV Å⁻¹) = 4.972
- ⟨S²⟩ = 0.757
- electronic energy (a.u.) = -497.30264
- HOMO (spin up / spin down) (eV) = -14.914 / -14.840

---

C3H13BCl2CrN3O14 | ωB97M-V/def2-TZVPD

The geometry in XYZ format:
```
37
Properties=species:S:1:pos:R:3:lowdin_charge:R:1
Cr -11.452 -9.354 -18.047 0.80
Cl -9.372 -7.850 -15.921 0.64
O -9.590 -9.109 -16.486 -0.38
O -10.226 -7.695 -14.765 -0.34
O -7.960 -7.661 -15.609 -0.37
O -9.735 -6.961 -17.022 -0.39
Cl -13.513 -10.794 -20.733 0.61
O -12.486 -11.584 -21.260 -0.34
O -12.901 -10.008 -19.702 -0.41
O -14.086 -9.926 -21.701 -0.34
O -14.514 -11.589 -20.078 -0.35
B -12.886 -10.031 -16.224 -0.37
H -12.805 -10.337 -17.255 -0.08
H -13.799 -9.461 -16.153 -0.04
H -12.831 -10.848 -15.521 -0.04
H -11.992 -9.446 -16.076 -0.07
C -13.190 -5.460 -18.524 0.06
N -13.037 -6.509 -17.508 -0.38
O -12.840 -7.665 -17.904 -0.02
O -13.034 -6.197 -16.335 0.11
H -12.491 -4.654 -18.298 0.10
H -14.217 -5.120 -18.395 0.10
H -12.934 -5.986 -19.444 0.11
C -8.602 -7.483 -21.022 -0.01
N -9.545 -8.640 -20.708 -0.53
O -10.296 -8.583 -19.736 -0.18
O -9.472 -9.628 -21.435 -0.12
H -7.577 -7.791 -20.815 0.07
H -8.763 -6.710 -20.270 0.06
H -8.725 -6.919 -21.946 0.06
C -9.389 -12.816 -19.886 0.02
N -9.340 -11.666 -19.049 -0.37
O -8.252 -11.090 -18.701 0.05
O -10.392 -11.218 -18.688 0.03
H -10.286 -13.410 -19.710 0.11
H -8.542 -13.482 -19.720 0.10
H -9.578 -12.469 -20.902 0.11
```

- orbital gap (spin up / spin down) (eV) = 4.33 / 7.93
- spin multiplicity = 6
- E_LUMO (spin up / spin down) (eV) = 4.8 / 4.8
- charge = -2
- F_max (eV Å⁻¹) = 5.699
- ⟨S²⟩ = 8.763
- electronic energy (a.u.) = -3328.56224
- HOMO (spin up / spin down) (eV) = 0.491 / -3.097

---

C3H13BClCoN3O10 | ωB97M-V/def2-TZVPD

The geometry in XYZ format:
```
32
Properties=species:S:1:pos:R:3:lowdin_charge:R:1
Co -13.501 5.205 20.918 0.86
Cl -16.101 4.549 20.072 0.70
O -14.908 4.064 19.374 -0.35
O -15.574 5.667 20.888 -0.41
O -17.143 5.028 19.226 -0.30
O -16.573 3.505 20.909 -0.26
B -13.382 3.565 22.388 -0.33
H -14.031 2.610 22.664 0.02
H -14.123 4.513 22.462 -0.02
H -12.394 3.683 23.049 -0.01
H -13.115 3.419 21.216 -0.01
C -17.861 7.152 23.479 0.06
N -17.431 6.968 24.912 -0.45
O -18.302 7.090 25.755 0.05
O -16.255 6.747 25.149 0.05
H -18.812 6.637 23.485 0.09
H -17.036 6.832 22.854 0.07
H -17.926 8.234 23.377 0.10
C -20.680 5.484 19.064 0.06
N -20.965 6.526 20.105 -0.45
O -21.559 7.520 19.748 0.06
O -20.667 6.273 21.257 0.05
H -19.630 5.220 19.097 0.07
H -21.040 5.865 18.117 0.09
H -21.334 4.677 19.389 0.10
C -15.091 7.484 17.975 0.08
N -13.785 6.815 18.140 -0.37
O -13.175 6.483 17.172 0.17
O -13.469 6.485 19.286 -0.05
H -15.167 8.392 18.567 0.12
H -15.815 6.765 18.360 0.08
H -15.227 7.711 16.926 0.11
```

- relative energy (zero: lowest compared OMol25 entry of this formula, charge and spin) (kJ/mol) = 0.0
- orbital gap (spin up / spin down) (eV) = 9.15 / 8.94
- spin multiplicity = 4
- E_LUMO (spin up / spin down) (eV) = -1.7 / -1.9
- F_max (eV Å⁻¹) = 2.098
- ⟨S²⟩ = 3.757
- electronic energy (a.u.) = -2905.94002
- HOMO (spin up / spin down) (eV) = -10.861 / -10.861

---

C3H13N2 | ωB97M-V/def2-TZVPD

The geometry in XYZ format:
```
18
Properties=species:S:1:pos:R:3:lowdin_charge:R:1
C 0.762 2.278 0.739 -0.11
N 0.893 0.822 1.075 -0.05
H 0.811 2.973 1.578 0.09
H 1.486 2.513 -0.045 0.09
H -0.210 2.378 0.246 0.07
H 0.462 0.706 1.985 0.09
H 1.874 0.597 1.223 0.10
H 0.104 0.213 -0.174 0.09
C 0.375 -1.473 -1.342 -0.02
N -0.581 -0.455 -0.744 -0.07
C -1.468 -1.210 0.139 -0.06
H 0.884 -2.015 -0.548 0.10
H -0.191 -2.136 -1.987 0.10
H 1.169 -0.960 -1.895 0.10
H -0.993 0.054 -1.521 0.17
H -2.504 -0.852 0.125 0.10
H -1.277 -1.156 1.211 0.10
H -1.595 -2.278 -0.067 0.10
```

- relative energy (zero: lowest compared OMol25 entry of this formula, charge and spin) (kJ/mol) = 124.8
- orbital gap (eV) = 11.97
- E_LUMO (eV) = -2.9
- charge = +1
- F_max (eV Å⁻¹) = 2.999
- electronic energy (a.u.) = -231.34886
- HOMO (eV) = -14.899

---

Repeat the eighth record exactly.
C3H13N2 | ωB97M-V/def2-TZVPD

The geometry in XYZ format:
```
18
Properties=species:S:1:pos:R:3:lowdin_charge:R:1
C 0.762 2.278 0.739 -0.11
N 0.893 0.822 1.075 -0.05
H 0.811 2.973 1.578 0.09
H 1.486 2.513 -0.045 0.09
H -0.210 2.378 0.246 0.07
H 0.462 0.706 1.985 0.09
H 1.874 0.597 1.223 0.10
H 0.104 0.213 -0.174 0.09
C 0.375 -1.473 -1.342 -0.02
N -0.581 -0.455 -0.744 -0.07
C -1.468 -1.210 0.139 -0.06
H 0.884 -2.015 -0.548 0.10
H -0.191 -2.136 -1.987 0.10
H 1.169 -0.960 -1.895 0.10
H -0.993 0.054 -1.521 0.17
H -2.504 -0.852 0.125 0.10
H -1.277 -1.156 1.211 0.10
H -1.595 -2.278 -0.067 0.10
```

- relative energy (zero: lowest compared OMol25 entry of this formula, charge and spin) (kJ/mol) = 124.8
- orbital gap (eV) = 11.97
- E_LUMO (eV) = -2.9
- charge = +1
- F_max (eV Å⁻¹) = 2.999
- electronic energy (a.u.) = -231.34886
- HOMO (eV) = -14.899

---

Copy entry 6 word for word.
C3H13BCl2CrN3O14 | ωB97M-V/def2-TZVPD

The geometry in XYZ format:
```
37
Properties=species:S:1:pos:R:3:lowdin_charge:R:1
Cr -11.452 -9.354 -18.047 0.80
Cl -9.372 -7.850 -15.921 0.64
O -9.590 -9.109 -16.486 -0.38
O -10.226 -7.695 -14.765 -0.34
O -7.960 -7.661 -15.609 -0.37
O -9.735 -6.961 -17.022 -0.39
Cl -13.513 -10.794 -20.733 0.61
O -12.486 -11.584 -21.260 -0.34
O -12.901 -10.008 -19.702 -0.41
O -14.086 -9.926 -21.701 -0.34
O -14.514 -11.589 -20.078 -0.35
B -12.886 -10.031 -16.224 -0.37
H -12.805 -10.337 -17.255 -0.08
H -13.799 -9.461 -16.153 -0.04
H -12.831 -10.848 -15.521 -0.04
H -11.992 -9.446 -16.076 -0.07
C -13.190 -5.460 -18.524 0.06
N -13.037 -6.509 -17.508 -0.38
O -12.840 -7.665 -17.904 -0.02
O -13.034 -6.197 -16.335 0.11
H -12.491 -4.654 -18.298 0.10
H -14.217 -5.120 -18.395 0.10
H -12.934 -5.986 -19.444 0.11
C -8.602 -7.483 -21.022 -0.01
N -9.545 -8.640 -20.708 -0.53
O -10.296 -8.583 -19.736 -0.18
O -9.472 -9.628 -21.435 -0.12
H -7.577 -7.791 -20.815 0.07
H -8.763 -6.710 -20.270 0.06
H -8.725 -6.919 -21.946 0.06
C -9.389 -12.816 -19.886 0.02
N -9.340 -11.666 -19.049 -0.37
O -8.252 -11.090 -18.701 0.05
O -10.392 -11.218 -18.688 0.03
H -10.286 -13.410 -19.710 0.11
H -8.542 -13.482 -19.720 0.10
H -9.578 -12.469 -20.902 0.11
```

- orbital gap (spin up / spin down) (eV) = 4.33 / 7.93
- spin multiplicity = 6
- E_LUMO (spin up / spin down) (eV) = 4.8 / 4.8
- charge = -2
- F_max (eV Å⁻¹) = 5.699
- ⟨S²⟩ = 8.763
- electronic energy (a.u.) = -3328.56224
- HOMO (spin up / spin down) (eV) = 0.491 / -3.097